Here is a molecular structure, C26H31BrN2O2Se2Ti from the OMol25 dataset. Energies are from the ωB97M-V functional and the def2-TZVPD basis.

Last column: Mulliken spin population.
Geometry (Å):
1 Ti 0.386 0.098 0.246  1.01
2 C -2.489 -2.080 1.069  0.00
3 Se -0.915 -2.257 -0.058  -0.01
4 C 0.160 -3.373 1.141  0.01
5 C 0.719 -2.652 2.350  0.00
6 Se 2.094 -1.354 1.843  -0.01
7 C 2.173 -0.465 3.564  0.01
8 H -2.905 -3.074 1.214  0.00
9 H -3.193 -1.452 0.532  0.00
10 H -2.235 -1.603 2.009  0.00
11 H 0.945 -3.804 0.520  0.00
12 H -0.496 -4.187 1.450  0.00
13 H 1.180 -3.368 3.029  0.00
14 H -0.054 -2.103 2.888  0.00
15 H 2.580 -1.158 4.296  0.00
16 H 1.176 -0.138 3.842  0.00
17 H 2.839 0.389 3.464  0.00
18 C -2.657 1.805 -1.814  0.01
19 C -1.211 1.763 -1.339  -0.02
20 C -0.739 2.979 -0.557  -0.01
21 C -1.566 4.066 -0.312  0.00
22 C -1.073 5.176 0.358  0.00
23 C 0.242 5.214 0.789  0.00
24 C 1.104 4.143 0.572  -0.01
25 C 2.532 4.136 1.066  0.00
26 C 2.899 5.283 1.994  0.00
27 C 0.588 3.044 -0.110  -0.02
28 N 1.334 1.843 -0.304  0.03
29 C 2.345 1.711 -1.112  0.02
30 C 2.672 0.400 -1.512  0.01
31 C 3.705 -0.134 -2.277  0.00
32 C 3.427 -1.497 -2.414  0.00
33 C 2.221 -1.723 -1.760  0.01
34 N 1.746 -0.594 -1.195  -0.02
35 H -2.901 0.895 -2.361  0.00
36 H -2.815 2.647 -2.488  0.00
37 H -3.339 1.896 -0.969  0.00
38 H -0.541 1.595 -2.187  -0.01
39 H -1.197 0.814 -0.744  0.03
40 H -2.596 4.051 -0.639  0.00
41 H -1.724 6.020 0.547  0.00
42 H 0.600 6.088 1.316  0.00
43 H 3.209 4.158 0.206  0.00
44 H 2.722 3.176 1.558  0.00
45 H 2.890 6.240 1.471  0.00
46 H 3.902 5.138 2.394  0.00
47 H 2.214 5.351 2.836  0.00
48 H 2.860 2.575 -1.526  0.00
49 H 4.547 0.406 -2.680  0.00
50 H 4.008 -2.230 -2.947  0.00
51 H 1.676 -2.654 -1.690  0.00
52 Br 1.506 4.175 5.531  0.00
53 C -0.102 3.803 4.606  0.00
54 C -1.231 4.564 4.865  0.00
55 C -2.419 4.261 4.216  0.00
56 C -2.480 3.200 3.328  0.00
57 C -1.340 2.443 3.076  0.00
58 C -0.139 2.755 3.702  0.00
59 C -1.444 1.309 2.116  0.00
60 O -2.457 1.053 1.499  0.00
61 O -0.335 0.579 1.949  -0.03
62 H -1.182 5.378 5.574  0.00
63 H -3.302 4.852 4.417  0.00
64 H -3.402 2.944 2.824  0.00
65 H 0.753 2.182 3.496  0.00

Values from the calculation:
net charge	+1
expectation value of S²	0.75
2S+1	2
frontier orbital gap (spin up / spin down)	7.4 / 7.6	eV
relative energy (zero: lowest compared OMol25 entry of this formula, charge and spin)	0.0	kcal per mole
LUMO energy (spin up / spin down)	-3.54 / -3.46	eV